Molecular formula: C43H64BCl3F4N5O3SiTi
Method: DFT, the ωB97M-V functional and the def2-TZVPD basis

Atoms and positions in Å:
Ti: -0.332 0.043 0.842
C: -1.443 -0.634 5.055
C: -2.203 0.505 4.388
N: -2.644 0.207 3.023
C: -3.710 -0.803 2.975
C: -3.250 -2.245 2.816
C: -3.108 1.407 2.333
C: -3.048 1.244 0.785
N: -2.268 0.073 0.335
C: -2.911 -1.058 -0.133
C: -2.115 -2.119 -0.591
F: -0.788 -1.895 -0.663
C: -2.595 -3.331 -1.014
F: -1.725 -4.283 -1.374
C: -3.950 -3.572 -1.083
C: -4.764 -2.529 -0.711
F: -6.094 -2.681 -0.765
C: -4.282 -1.318 -0.251
F: -5.219 -0.420 0.116
H: -1.002 -0.274 5.989
H: -0.636 -0.986 4.403
H: -2.083 -1.482 5.302
H: -1.551 1.370 4.335
H: -3.063 0.794 5.016
H: -4.339 -0.564 2.118
H: -4.351 -0.695 3.863
H: -2.481 -2.303 2.046
H: -4.095 -2.871 2.514
H: -2.840 -2.664 3.736
H: -2.505 2.249 2.645
H: -4.148 1.634 2.601
H: -2.601 2.136 0.361
H: -4.060 1.189 0.425
H: -4.350 -4.517 -1.430
O: 1.864 0.234 1.252
H: 1.987 0.685 2.105
H: 2.236 -0.649 1.374
O: -0.238 1.809 1.387
H: -0.298 2.739 2.455
H: -0.114 2.458 0.660
Cl: 0.619 2.981 6.774
C: 1.694 3.255 5.526
Cl: -0.433 3.828 3.383
Cl: 2.360 4.778 5.317
C: 1.958 2.248 4.574
N: 2.146 1.421 3.802
C: 2.831 3.822 0.951
C: 2.262 3.530 -0.439
C: 3.099 4.296 -1.475
C: 0.781 3.888 -0.610
C: 0.278 5.056 -0.042
C: -1.026 5.449 -0.285
C: -1.825 4.703 -1.140
C: -1.375 3.529 -1.743
C: -2.286 2.905 -2.803
C: -2.625 1.419 -2.664
C: -1.746 3.184 -4.213
C: -0.082 3.100 -1.407
N: 0.446 1.861 -1.887
B: 0.539 0.568 -1.214
N: 1.402 -0.174 -2.126
C: 1.742 0.633 -3.228
C: 1.180 1.839 -3.086
C: 1.839 -1.539 -2.131
C: 3.008 -1.886 -1.436
C: 3.367 -3.231 -1.392
C: 2.618 -4.189 -2.063
C: 1.531 -3.805 -2.834
C: 1.131 -2.472 -2.897
C: 0.078 -2.034 -3.909
C: 0.670 -2.176 -5.320
C: -1.248 -2.787 -3.827
C: 3.947 -0.812 -0.901
C: 4.718 -1.228 0.350
C: 4.949 -0.422 -2.000
H: 3.816 3.351 1.042
H: 2.197 3.445 1.753
H: 2.968 4.897 1.111
H: 2.381 2.465 -0.629
H: 2.954 5.375 -1.351
H: 2.833 4.029 -2.497
H: 4.163 4.075 -1.337
H: 0.915 5.665 0.591
H: -1.414 6.355 0.167
H: -2.830 5.046 -1.363
H: -3.224 3.451 -2.716
H: -1.732 0.797 -2.620
H: -3.218 1.106 -3.528
H: -3.219 1.228 -1.770
H: -0.881 2.557 -4.436
H: -1.458 4.232 -4.336
H: -2.521 2.956 -4.950
H: 2.347 0.259 -4.041
H: 1.251 2.707 -3.723
H: 4.252 -3.534 -0.840
H: 2.901 -5.234 -2.006
H: 0.989 -4.553 -3.405
H: -0.137 -0.981 -3.746
H: 0.768 -3.232 -5.590
H: 1.662 -1.723 -5.390
H: 0.020 -1.694 -6.056
H: -1.106 -3.870 -3.775
H: -1.849 -2.569 -4.714
H: -1.825 -2.477 -2.957
H: 3.356 0.067 -0.661
H: 5.477 -1.981 0.119
H: 4.069 -1.640 1.127
H: 5.237 -0.362 0.770
H: 5.566 -1.285 -2.269
H: 5.610 0.377 -1.647
H: 4.446 -0.068 -2.901
C: 2.242 -2.557 3.148
Si: 0.590 -2.929 2.350
C: 0.823 -4.141 0.980
C: -0.408 -3.789 3.650
O: -0.055 -1.528 1.756
H: 2.380 -3.224 4.010
H: 2.319 -1.528 3.521
H: 3.081 -2.749 2.465
H: 1.484 -4.959 1.303
H: 1.260 -3.679 0.086
H: -0.140 -4.583 0.690
H: 0.175 -4.675 3.934
H: -1.381 -4.130 3.283
H: -0.568 -3.186 4.552

## Properties
- energy above the lowest of the compared OMol25 structures with the same formula, charge and spin (eV) = 0.094
- gap between HOMO and LUMO (alpha / beta) (hartree) = 0.2989 / 0.2214
- spin multiplicity = 2
- energy (eV) = -139334.5640
- F_max (Eh/bohr) = 0.025